1.
Entry from OMol25: a structure of composition C5H11ClCoF3Sc (ωB97M-V/def2-TZVPD).

HOMO-LUMO gap (alpha / beta) in eV: 5.38 / 7.17

Geometry as ORCA input:
```
! wB97M-V def2-TZVPD RIJCOSX def2/J DEFGRID3
* xyz -1 5
Sc -0.9968 -0.6686 1.1967
Cl -2.4152 -2.3540 1.7143
C 0.3881 -1.6960 0.0214
H 1.4599 -1.5208 0.2156
H 0.1307 -1.3216 -0.9824
H 0.1518 -2.7636 0.0815
Co -1.5125 1.0933 -1.7951
C -2.5807 2.3572 -0.6212
C -2.8860 0.2808 -3.0424
C -0.4602 2.1532 -2.8960
H -2.4274 0.1990 -4.0461
H -3.2257 -0.7246 -2.7240
H -3.7758 0.9384 -3.1160
H -1.9914 3.2797 -0.4768
H -3.5203 2.6081 -1.1550
H -2.8575 1.9491 0.3719
H 0.1881 1.7231 -3.7163
H -0.3203 3.2533 -2.6986
F 1.5705 0.2528 2.8943
C 0.6817 0.7348 1.9350
F 0.1110 1.8655 2.5131
F 1.4839 1.2575 0.9362
*
```

***

2.
Entry from OMol25: a structure of composition C5H11ClN (ωB97M-V/def2-TZVPD).

HOMO-LUMO gap in eV: 9.69

Geometry as ORCA input:
```
! wB97M-V def2-TZVPD RIJCOSX def2/J DEFGRID3
* xyz 1 1
C 0.6743 -0.2074 2.3151
C 0.0483 0.4423 1.3849
C -1.5341 0.1254 -0.4004
C 0.7116 -1.1227 -0.4673
C 0.3931 1.2760 -0.9042
N -0.1035 0.1512 0.0018
Cl -0.8806 2.4327 1.9305
H 0.5557 -0.0751 3.4519
H 1.0518 -1.1880 2.0454
H -2.0454 0.9691 0.0954
H -1.7534 -0.0442 -1.4024
H -2.0074 -0.7167 0.0621
H 1.7696 -0.8376 -0.7138
H 0.9235 -1.8438 0.2502
H 0.2171 -1.4913 -1.3371
H 1.4273 1.3274 -0.7815
H 0.0853 0.9795 -1.8563
H -0.0463 2.2297 -0.7912
*
```

***

3.
Entry from OMol25: a structure of composition C5H11ClNOsTm (ωB97M-V/def2-TZVPD).

HOMO-LUMO gap (alpha / beta) in eV: 5.82 / 3.60

Geometry as ORCA input:
```
! wB97M-V def2-TZVPD RIJCOSX def2/J DEFGRID3
* xyz 0 7
Tm 0.3903 -0.0434 -1.0578
Cl 0.6440 2.1002 0.1512
C -1.2176 0.0002 -2.6709
C 2.3438 -0.8491 -2.0581
H -0.8917 -0.6118 -3.5228
H -2.2751 -0.1832 -2.5734
H -1.1977 1.0471 -3.0020
H 2.1149 -1.3604 -3.0051
H 3.1224 -1.4161 -1.5614
H 2.8385 0.1074 -2.2978
Os -0.0400 0.2304 1.5042
C -1.8653 1.1872 1.5027
C -0.3946 -1.3349 2.4302
H -2.6308 0.8513 0.7813
H -2.2190 0.9077 2.5093
H -1.6703 2.2835 1.4546
H 0.2777 -1.9208 3.0966
H -1.3202 -1.9638 2.4357
N 2.4473 0.6038 3.3008
C 1.5435 0.3646 2.5829
*
```

***

4.
Entry from OMol25: a cluster of 2 separate species, C5H11ClNP in total (ωB97M-V/def2-TZVPD).

HOMO-LUMO gap in eV: 8.93
SMILES: CC/C(C)=C\Cl.[H]/N=P/[H]

Geometry as ORCA input:
```
! wB97M-V def2-TZVPD RIJCOSX def2/J DEFGRID3
* xyz 0 1
C 0.4891 -1.8101 -0.0975
C 0.9123 -0.3501 -0.2101
C -0.7967 1.0456 -1.4345
C 0.4436 0.2669 -1.5838
C 1.4197 0.3653 0.7248
N -1.6721 -0.4416 2.2882
P -1.0236 0.9113 2.0075
Cl 1.7441 2.1036 0.5240
H 0.3149 -2.3022 0.9065
H 1.2542 -2.4730 -0.5422
H -0.5650 2.0879 -1.1538
H -1.0934 1.1014 -2.4864
H -1.6036 0.6225 -0.8938
H 1.2195 0.8650 -1.9804
H 0.4743 -0.7436 -2.1637
H 1.7564 0.0516 1.7781
H -2.5945 -0.5569 1.7424
H -0.4972 -1.7625 -0.6334
H -0.1819 1.0187 3.2082
*
```

***

5.
Entry from OMol25: an isolated molecule of C5H11ClO (ωB97M-V/def2-TZVPD).

HOMO-LUMO gap in eV: 11.02
SMILES: CCOC(C)(C)Cl

Geometry as ORCA input:
```
! wB97M-V def2-TZVPD RIJCOSX def2/J DEFGRID3
* xyz 0 1
C -2.1385 -1.3922 -0.5878
C 1.6590 0.7736 -1.3282
C 1.3174 0.8967 1.2855
C -1.0536 -0.9261 0.3963
C 1.0422 0.1938 -0.0646
O -0.1997 -0.1314 -0.4580
Cl 2.0127 -1.3857 0.0513
H -2.5294 -0.6082 -1.1575
H -1.7913 -2.1232 -1.1748
H -2.9042 -1.6838 0.0503
H 1.6802 0.0798 -2.1973
H 0.9452 1.4953 -1.5652
H 2.7373 1.0106 -1.3307
H 1.1829 0.1365 2.0545
H 0.7009 1.7986 1.3221
H 2.2218 1.3728 1.1680
H -0.3496 -1.6156 0.8384
H -1.2330 -0.2012 1.2671
*
```

***

6.
Entry from OMol25: an isolated molecule of C5H11ClSi (ωB97M-V/def2-TZVPD).

HOMO-LUMO gap in eV: 10.40
SMILES: C=CC[Si](C)(C)Cl

Geometry as ORCA input:
```
! wB97M-V def2-TZVPD RIJCOSX def2/J DEFGRID3
* xyz 0 1
C 0.5125 -2.7465 0.9338
C 1.1662 -1.5562 1.2247
C 1.1968 0.0261 0.6874
C -1.1029 -0.1565 -1.3831
C -0.3612 2.6066 -0.6234
Si -0.4755 0.8032 0.0486
Cl -1.8126 0.8816 1.5354
H 0.6868 -3.5759 1.6220
H -0.3372 -2.9284 0.2183
H 1.7776 -1.6311 2.1441
H 1.9169 0.0556 -0.1746
H 1.7952 0.6003 1.3869
H -0.3346 -0.6701 -1.8175
H -1.8485 -0.9823 -1.2233
H -1.7825 0.5519 -2.0412
H -1.3230 3.0414 -0.9253
H 0.2112 3.2938 -0.0328
H 0.1147 2.3866 -1.5800
*
```

***

7.
Entry from OMol25: a structure of composition C5H11CoO4 (ωB97M-V/def2-TZVPD).

HOMO-LUMO gap (alpha / beta) in eV: 12.05 / 7.54

Geometry as ORCA input:
```
! wB97M-V def2-TZVPD RIJCOSX def2/J DEFGRID3
* xyz 2 5
O -1.0258 -0.6296 2.3904
C -1.3283 0.7227 2.3952
C -1.6447 1.2103 0.9816
O -0.5714 0.7391 0.1625
C -0.6568 0.8698 -1.2453
C 0.5762 0.1927 -1.7955
O 0.6477 -1.1222 -1.2247
C 1.9056 -1.6802 -0.9549
Co 0.0358 -1.0622 0.8476
H -2.2040 0.9582 3.0283
H -1.7077 2.3067 0.9229
H -2.5778 0.7612 0.6031
H -0.6681 1.9275 -1.5442
H -1.5798 0.3914 -1.6070
H 1.4691 0.7557 -1.4862
H 0.5300 0.1266 -2.8892
H 1.9770 -2.6970 -1.3580
H 2.7078 -1.0492 -1.3588
O 1.9898 -1.6708 0.4957
H 2.5603 -2.3613 0.8516
H -0.4350 1.3106 2.7848
*
```

***

8.
Entry from OMol25: a structure of composition C5H11EuO3 (ωB97M-V/def2-TZVPD).

HOMO-LUMO gap (alpha / beta) in eV: 4.66 / 7.98

Geometry as ORCA input:
```
! wB97M-V def2-TZVPD RIJCOSX def2/J DEFGRID3
* xyz 0 9
O 0.9078 -2.4059 -1.1995
C 1.8853 -1.4503 -1.2194
C 2.1200 -0.8048 0.1492
O 0.8957 -0.3485 0.7392
C 0.5771 1.0292 0.7971
C -0.7414 1.2453 0.0900
O -1.6509 0.2432 0.5367
C -3.0015 0.4760 0.1574
Eu -0.8609 -1.9097 0.7157
H 1.6633 -0.6288 -1.9442
H 2.8915 -1.8449 -1.5046
H 2.8147 0.0490 0.0955
H 2.4580 -1.5780 0.8540
H 1.3476 1.6575 0.3321
H 0.4909 1.2859 1.8629
H -0.6267 1.1605 -1.0016
H -1.1318 2.2432 0.3372
H -3.5720 -0.4280 0.3953
H -3.4023 1.3251 0.7274
H -3.0645 0.6840 -0.9204
*
```

***

9.
Entry from OMol25: a structure of composition C5H11FN2NbO5P2 (ωB97M-V/def2-TZVPD).

HOMO-LUMO gap in eV: 4.97

Geometry as ORCA input:
```
! wB97M-V def2-TZVPD RIJCOSX def2/J DEFGRID3
* xyz -1 1
C -3.1975 0.9701 -0.5180
C -2.1072 0.2668 0.2582
Nb 0.0910 0.2073 -0.3376
F -0.5647 0.4565 -2.3829
C 0.1848 2.5113 -0.0582
C 1.4456 2.9932 0.6342
N 2.1192 0.2428 -1.0958
C 2.0564 1.0232 -2.2550
O 1.9367 2.0411 -3.1503
P 0.8189 0.0059 2.0961
O 2.1950 -1.0387 2.3158
O -0.5277 -0.4490 3.1073
P 0.0137 -2.3585 -0.6104
N 0.9473 -2.8968 -1.8344
O 0.5320 -3.1414 0.8741
O -1.6261 -2.9162 -0.9861
H -3.0087 1.8971 -1.2243
H -4.3147 0.5894 -0.3446
H -2.4686 -0.2754 1.2480
H -0.6795 3.2394 -0.3986
H 2.4473 3.1614 0.0063
H 1.4850 3.1521 1.8114
H 2.8036 -1.0490 1.5155
H -0.1812 -0.7928 3.9994
H 1.4199 -2.0533 -2.2778
H -0.0945 -2.8103 1.5954
H -1.7211 -2.9767 -1.9839
*
```

***

10.
Entry from OMol25: an isolated molecule of C5H11FN2O2 (ωB97M-V/def2-TZVPD).

HOMO-LUMO gap in eV: 10.71
SMILES: CC(C)(F)C(N)(N)C(=O)O

Geometry as ORCA input:
```
! wB97M-V def2-TZVPD RIJCOSX def2/J DEFGRID3
* xyz 0 1
C -1.7062 0.5780 -0.7549
C 1.9817 -0.1219 0.3358
C 0.3083 -1.6300 -0.7948
C -0.4598 0.6166 0.1522
C 0.7022 -0.1864 -0.4966
N -0.0531 1.9477 0.4896
N -0.8740 -0.2490 1.4355
O -1.9322 1.4364 -1.5592
O -2.5140 -0.4577 -0.5418
F 0.9803 0.4396 -1.7088
H 2.2101 0.9056 0.6073
H 2.8011 -0.5218 -0.2566
H 1.8821 -0.7212 1.2359
H -0.4839 -1.6593 -1.5406
H 1.1680 -2.1665 -1.1896
H -0.0324 -2.1147 0.1143
H -0.8511 2.5772 0.4822
H 0.5907 2.2888 -0.2179
H -1.5028 0.3447 1.9750
H -2.1757 -0.9584 0.2306
H -0.0392 -0.3479 2.0024
*
```

***

11.
Entry from OMol25: an isolated molecule of C5H11FO2 (ωB97M-V/def2-TZVPD).

HOMO-LUMO gap in eV: 10.75
SMILES: C[C@H](O)[C@@H](CO)CF

Geometry as ORCA input:
```
! wB97M-V def2-TZVPD RIJCOSX def2/J DEFGRID3
* xyz 0 1
C -0.1367 -1.9590 1.2534
C 0.1181 -0.5488 1.1275
C 0.9259 -0.1135 -0.2208
C 0.2388 -0.5365 -1.3119
C 1.0494 1.4405 -0.1804
H 0.9009 -2.4784 1.6281
H -0.6435 -2.0451 2.1019
H -0.6624 -2.5560 0.5725
H 0.5703 -0.3534 2.1276
H -1.7095 -0.2895 0.9678
H 1.9694 -0.6022 -0.3328
H 0.4015 -1.6392 -1.3149
H 0.6429 -0.1347 -2.2237
H -1.3927 0.3677 -1.2500
H 0.8122 1.7665 0.9594
H 2.2430 1.6392 -0.3049
O -0.9865 0.2442 1.4605
O -1.2271 -0.5578 -1.1544
F 0.1560 2.1263 -1.0429
*
```

***

12.
Entry from OMol25: a structure of composition C5H11FO3Zn (ωB97M-V/def2-TZVPD).

HOMO-LUMO gap in eV: 7.20

Geometry as ORCA input:
```
! wB97M-V def2-TZVPD RIJCOSX def2/J DEFGRID3
* xyz 0 1
F 5.3629 0.2785 0.0520
C 3.2380 0.3488 0.0095
H 3.4415 1.4277 -0.0094
H 3.3690 -0.2453 0.9246
H 3.3960 -0.1445 -0.9561
C -2.5464 -0.5599 -1.4235
O -1.3891 -0.9756 -2.0760
C -2.2971 0.7007 -0.5952
O -1.1076 0.4497 0.1608
C -0.4265 1.5663 0.7242
C 0.9595 1.0842 1.0953
O 1.5345 0.3971 -0.0176
Zn 0.1397 -0.5466 -1.0148
H -2.9345 -1.3470 -0.7452
H -3.3616 -0.3263 -2.1340
H -3.1317 0.9308 0.0832
H -2.1142 1.5658 -1.2544
H -0.9617 1.9414 1.6084
H -0.3686 2.3698 -0.0279
H 0.9147 0.3972 1.9576
H 1.5696 1.9639 1.3785
*
```

***

13.
Entry from OMol25: the ion C5H11IN with charge +1 (ωB97M-V/def2-TZVPD).

HOMO-LUMO gap (alpha / beta) in eV: 7.23 / 7.23

Geometry as ORCA input:
```
! wB97M-V def2-TZVPD RIJCOSX def2/J DEFGRID3
* xyz 1 1
C -0.5102 -0.1908 0.8180
C -1.6236 -0.9486 -0.3397
C 0.7726 0.4270 0.5335
C 1.8735 -0.5992 0.3040
C 0.9970 1.7654 0.2128
N -2.0274 -0.1238 -1.3051
I -0.6573 -2.8049 -1.2605
H -1.2468 0.5892 1.2996
H -0.4734 -0.9805 1.4992
H -2.2448 -1.2057 0.4947
H 1.3446 -1.0846 -0.5466
H 1.9298 -1.4601 1.0667
H 2.7570 -0.1089 0.1038
H 1.8321 2.1194 0.8183
H 0.1683 2.4023 0.1982
H 1.4119 1.7332 -0.7936
H -3.0086 0.1141 -1.2996
H -1.2949 0.3566 -1.8037
*
```

***

14.
Entry from OMol25: a structure of composition C5H11LaO3 (ωB97M-V/def2-TZVPD).

HOMO-LUMO gap (alpha / beta) in eV: 5.77 / 6.30

Geometry as ORCA input:
```
! wB97M-V def2-TZVPD RIJCOSX def2/J DEFGRID3
* xyz 1 2
C 1.0123 -0.7502 -0.9718
O 0.8438 -0.3314 0.4039
C 0.0424 0.7961 0.6401
C -1.3617 0.6840 0.0665
O -1.9586 -0.5333 0.4946
C -2.6813 -0.4755 1.7153
H 1.6702 -1.5708 -1.2903
H 0.7088 0.0344 -1.6923
H 0.5094 1.6925 0.1954
H -0.0007 0.8660 1.7360
H -1.3776 0.6674 -1.0310
H -1.9491 1.5622 0.3707
H -1.9793 -0.5824 2.5532
H -3.2130 0.4818 1.8076
H -3.4261 -1.2803 1.7074
La -0.8774 -2.6358 -0.3100
O 4.2216 -0.4410 -0.9789
C 3.3570 0.2697 -1.5430
H 3.2338 0.2174 -2.6488
H 3.2255 1.3289 -1.2248
*
```

***

15.
Entry from OMol25: a structure of composition C5H11LaO4 (ωB97M-V/def2-TZVPD).

HOMO-LUMO gap (alpha / beta) in eV: 8.40 / 8.56

Geometry as ORCA input:
```
! wB97M-V def2-TZVPD RIJCOSX def2/J DEFGRID3
* xyz 1 2
C 1.5446 0.3664 2.5857
O 0.1676 0.2417 2.6255
C 1.9956 1.0140 1.2810
O 1.2957 0.3217 0.2318
C 1.1709 0.9430 -0.9737
C 0.1516 0.2938 -1.8330
O -0.9713 -0.0303 -1.0283
La -0.8713 -0.5267 1.1850
H 2.0519 -0.6189 2.6739
H 1.9434 0.9924 3.4089
H 3.0787 0.9302 1.1104
H 1.6925 2.0711 1.2462
H 2.0309 1.4914 -1.3616
H 0.5393 -0.6429 -2.2879
H -0.1384 0.9727 -2.6514
O -2.5120 -2.1040 0.5770
H -3.3887 -2.0985 0.9601
C -2.1783 -0.8046 -1.7715
H -1.9328 -1.8596 -1.9758
H -2.4460 -0.0330 -2.5130
H -3.2239 -0.9199 -1.4892
*
```

***

16.
Entry from OMol25: a structure of composition C5H11LuO4PS (ωB97M-V/def2-TZVPD).

HOMO-LUMO gap in eV: 3.40

Geometry as ORCA input:
```
! wB97M-V def2-TZVPD RIJCOSX def2/J DEFGRID3
* xyz 3 1
C -1.6595 2.2686 1.4012
C -1.2908 0.7654 1.2771
P -0.5408 0.2973 -0.3200
C -1.7776 -0.0722 -1.5227
C 0.7485 -1.1474 -0.2263
C 2.2065 -0.7943 0.1999
O 2.8658 -0.6477 -1.0465
S 2.4150 -1.8949 -1.9498
O 2.7258 -3.0887 -1.2741
O 2.5441 -1.5866 -3.3051
O 0.7780 -1.5803 -1.5071
H -0.9675 2.8704 2.0518
H -2.6636 2.3989 1.8079
H -1.6075 2.8125 0.4554
H -2.2180 0.1841 1.3612
H -0.5661 0.4226 2.0396
H -1.3209 -0.5311 -2.4029
H -2.3103 0.8375 -1.8283
H -2.5108 -0.7531 -1.0551
H 0.2126 -1.8362 0.4619
H 2.6404 -1.6076 0.7846
H 2.2909 0.1548 0.7231
Lu 0.0056 2.5278 3.8741
*
```

***

17.
Entry from OMol25: an isolated molecule of C5H11N (ωB97M-V/def2-TZVPD).

HOMO-LUMO gap in eV: 10.30
SMILES: CC[C@H]1CN1C

Geometry as ORCA input:
```
! wB97M-V def2-TZVPD RIJCOSX def2/J DEFGRID3
* xyz 0 1
C -1.5950 -1.6975 -0.3843
C -0.2280 -1.2342 -0.9122
C 0.0203 0.1188 -0.2702
C 0.6086 0.0819 1.0864
N 1.3254 0.7309 -0.0032
C 1.2407 2.1812 0.1929
H -1.6253 -1.6173 0.7097
H -2.3994 -1.0616 -0.7735
H -1.8271 -2.7327 -0.6515
H 0.5480 -1.9427 -0.5980
H -0.2272 -1.2190 -2.0083
H -0.7649 0.8470 -0.4807
H 1.0418 -0.8631 1.4085
H 0.2143 0.7096 1.8817
H 1.6211 2.7402 -0.6656
H 1.8397 2.4429 1.0725
H 0.2069 2.5155 0.3957
*
```

***

18.
Entry from OMol25: an isolated molecule of C5H11N (ωB97M-V/def2-TZVPD).

HOMO-LUMO gap in eV: 10.08
SMILES: C=C[C@H](C)NC

Geometry as ORCA input:
```
! wB97M-V def2-TZVPD RIJCOSX def2/J DEFGRID3
* xyz 0 1
C -1.4889 0.4143 -1.5340
C -0.1313 -0.3932 0.3957
C 0.5400 -1.5623 -0.2935
C 0.7765 0.1171 1.5094
C 1.0490 1.4341 1.6351
H -1.2317 -0.3726 -2.2132
H -1.7184 1.3607 -2.0493
H -2.4050 0.1252 -0.9359
H 0.4234 0.9776 -0.9951
H -1.0794 -0.6723 0.9227
H 0.7132 -2.4094 0.3786
H -0.0527 -1.8634 -1.1265
H 1.5282 -1.2086 -0.6493
H 1.1030 -0.6425 2.2476
H 0.6871 2.1302 0.8715
H 1.7343 1.8287 2.3706
N -0.4473 0.7364 -0.5345
*
```

***

19.
Entry from OMol25: a cluster of 2 separate species, C5H11N in total (ωB97M-V/def2-TZVPD).

HOMO-LUMO gap in eV: 5.94

Geometry as ORCA input:
```
! wB97M-V def2-TZVPD RIJCOSX def2/J DEFGRID3
* xyz 0 1
C -0.7390 1.7192 0.6465
C -1.7212 0.6572 0.3199
C -1.1463 -0.7054 0.6872
C 0.0801 -0.9243 -0.1752
C 1.3120 -0.3651 -0.1630
N 2.2464 -0.7194 -1.1593
H 0.1875 1.5963 -0.0647
H -1.0088 2.7764 0.6762
H -0.1867 1.6791 1.5934
H -2.0285 0.6231 -0.7260
H -2.6310 0.8519 0.9056
H -1.8872 -1.4902 0.5241
H -0.9313 -0.8201 1.7493
H 0.1565 -1.9049 -0.6661
H 0.5999 1.6816 -0.9171
H 2.9353 0.0098 -1.2460
H 1.7970 -0.9379 -2.0418
*
```

***

20.
Entry from OMol25: a cluster of 3 separate species, C5H11N in total (ωB97M-V/def2-TZVPD).

HOMO-LUMO gap in eV: 5.73

Geometry as ORCA input:
```
! wB97M-V def2-TZVPD RIJCOSX def2/J DEFGRID3
* xyz 0 1
C -0.3209 -2.3214 -0.7466
C -1.7406 0.4192 0.9275
C -0.6196 0.9910 0.7897
C 0.4829 1.6792 0.3839
C 1.8287 1.0849 0.5014
N 0.0615 -1.1237 -1.4826
H -1.4031 -2.5100 -0.7097
H 0.1251 -3.2038 -1.1924
H 0.0244 -2.2372 0.2893
H -2.7908 0.6577 0.8515
H 0.0621 0.0210 1.9887
H 0.3988 2.6654 -0.0521
H 2.5939 1.7977 0.8258
H 2.1420 0.5329 -0.3834
H 1.7689 0.3171 1.3234
H -0.2669 -0.2804 -1.0133
H -0.4222 -1.0780 -2.3756
*
```

***

| no. | maximum force (Eh/bohr) |
| --- | --- |
| 1 | 0.046 |
| 2 | 0.079 |
| 3 | 0.093 |
| 4 | 0.099 |
| 5 | 0.089 |
| 6 | 0.093 |
| 7 | 0.027 |
| 8 | 0.057 |
| 9 | 0.202 |
| 10 | 0.050 |
| 11 | 0.146 |
| 12 | 0.025 |
| 13 | 0.098 |
| 14 | 0.096 |
| 15 | 0.149 |
| 16 | 0.024 |
| 17 | 0.007 |
| 18 | 0.044 |
| 19 | 0.053 |
| 20 | 0.055 |